106
Properties=species:S:1:pos:R:3 method="wB97M-V/def2-TZVPD" multiplicity=1 total_charge=0 smiles=COC[C@H](C)N.COC[C@H](C)N.COCCNCCOC.COCCNCCOC.COCCNCCOC relative_energy_kj_mol=97.9
O -17.883 -23.872 -12.229
O -14.786 -19.478 -7.931
O -17.881 -23.510 -8.370
O -18.950 -18.391 -5.135
O -12.664 -23.537 -11.973
O -21.299 -14.712 -8.777
O -17.199 -29.232 -16.218
O -16.684 -14.636 -11.025
N -15.295 -21.008 -11.589
N -19.072 -16.097 -10.343
N -16.389 -26.616 -14.344
N -17.895 -18.917 -1.709
N -17.237 -20.552 -8.845
C -17.895 -28.233 -15.484
C -17.176 -27.847 -14.191
C -15.367 -14.383 -10.616
C -17.163 -19.350 -8.071
C -20.525 -16.195 -10.497
C -17.809 -24.824 -8.859
C -13.541 -18.822 -7.875
C -12.296 -24.519 -12.874
C -20.162 -18.340 -5.839
C -17.142 -25.406 -14.018
C -19.119 -18.714 -3.763
C -14.030 -22.240 -9.858
C -17.741 -18.933 -3.166
C -16.933 -15.974 -11.443
C -14.079 -21.770 -11.303
C -15.857 -18.600 -8.220
C -21.277 -16.044 -9.200
C -18.551 -22.620 -9.268
C -17.299 -30.486 -15.615
C -18.418 -16.107 -11.667
C -17.333 -25.150 -12.547
C -17.110 -20.253 -3.639
C -22.031 -14.442 -7.604
C -13.848 -22.850 -12.351
C -18.521 -21.221 -8.689
C -19.276 -23.808 -12.487
H -19.918 -18.150 -6.884
H -18.735 -15.243 -12.264
H -11.369 -25.017 -12.602
H -16.494 -28.648 -13.905
H -19.862 -24.531 -11.909
H -15.699 -18.000 -9.124
H -16.939 -24.957 -9.513
H -18.910 -28.618 -15.342
H -16.012 -21.702 -11.789
H -13.664 -17.903 -7.282
H -22.648 -15.284 -7.288
H -15.877 -17.831 -7.428
H -12.797 -19.453 -7.402
H -18.335 -30.746 -15.347
H -19.562 -17.833 -3.282
H -15.009 -15.227 -10.014
H -19.452 -24.038 -13.544
H -15.605 -26.682 -13.705
H -20.744 -16.679 -8.471
H -13.212 -21.123 -11.495
H -17.027 -18.780 -1.198
H -13.111 -22.800 -9.655
H -17.953 -22.582 -10.187
H -20.608 -19.346 -5.863
H -18.098 -19.868 -1.395
H -16.681 -20.206 -4.638
H -17.742 -25.494 -7.999
H -12.145 -24.150 -13.901
H -22.275 -16.496 -9.274
H -13.237 -18.462 -8.864
H -18.706 -25.152 -9.404
H -16.562 -24.591 -14.468
H -13.712 -22.334 -13.305
H -17.815 -25.968 -11.995
H -20.829 -15.364 -11.159
H -16.509 -21.243 -8.722
H -19.825 -19.540 -3.619
H -22.597 -13.524 -7.789
H -14.629 -23.617 -12.349
H -13.072 -25.288 -13.017
H -17.961 -27.313 -16.067
H -18.087 -25.352 -14.566
H -17.852 -21.050 -3.541
H -16.310 -20.520 -2.943
H -16.522 -16.683 -10.722
H -13.935 -21.432 -9.129
H -19.623 -22.797 -12.291
H -15.255 -13.439 -10.096
H -17.909 -18.573 -8.281
H -14.905 -22.828 -9.563
H -17.147 -18.070 -3.468
H -18.855 -15.160 -10.008
H -19.177 -20.694 -9.402
H -16.940 -31.242 -16.309
H -15.596 -20.426 -10.820
H -17.906 -27.793 -13.371
H -21.372 -14.164 -6.770
H -14.721 -14.367 -11.508
H -16.379 -16.052 -12.390
H -18.606 -17.052 -12.177
H -20.839 -17.109 -11.002
H -17.305 -19.564 -6.998
H -16.746 -30.589 -14.672
H -16.372 -25.067 -12.028
H -18.963 -21.216 -7.685
H -20.930 -17.645 -5.489
H -19.529 -23.050 -9.502

=====

62
Properties=species:S:1:pos:R:3 method="wB97M-V/def2-TZVPD" multiplicity=1 total_charge=0 smiles="COc1ccc(CN2CCC(n3nccc3NC(=O)C3CCCC3)CC2)c(OC)c1" relative_energy_kj_mol=297.3
O 3.712 -3.270 -4.104
O -2.410 0.238 4.197
O 2.383 -1.243 -0.013
N 0.311 1.710 -2.045
N -1.724 1.068 2.193
N -4.158 3.005 0.511
N -2.994 2.351 0.605
C -3.977 2.119 2.565
C -0.278 -0.482 3.292
C 2.573 -1.109 -4.163
C -0.236 -2.926 3.066
C 0.021 -1.152 4.638
C -2.121 2.339 -0.548
C -2.846 1.803 1.839
C -4.755 2.870 1.677
C 1.984 -0.096 -3.423
C 0.040 3.051 -1.577
C 1.908 -0.146 -2.045
C -1.584 0.302 3.319
C 3.108 -2.206 -3.503
C 3.815 -3.274 -5.507
C 3.051 -2.269 -2.110
C -1.855 0.923 -1.074
C -0.810 3.092 -0.298
C -0.373 -1.633 2.257
C -0.921 0.991 -2.293
C 0.596 -2.518 4.278
C 3.023 -2.278 0.697
C 1.279 0.973 -1.254
C 2.462 -1.251 -1.380
H 0.222 -3.726 2.487
H 2.557 -3.249 0.499
H 0.521 -3.231 5.097
H 2.829 -3.258 -5.983
H 4.406 -2.427 -5.869
H 0.434 -1.550 1.528
H 0.697 -0.557 5.251
H -1.029 4.126 -0.028
H 4.088 -2.329 0.454
H -0.919 -1.269 5.181
H -0.975 1.040 1.519
H -1.439 1.502 -3.111
H 4.323 -4.202 -5.763
H 1.648 -2.424 3.999
H -0.244 2.647 0.523
H -2.686 2.887 -1.312
H -1.320 -1.611 1.715
H 2.906 -2.030 1.751
H -5.716 3.313 1.846
H 0.530 0.203 3.016
H 0.860 0.545 -0.329
H -4.190 1.838 3.573
H -1.398 0.294 -0.309
H 2.069 1.670 -0.955
H 1.567 0.763 -3.924
H -1.219 -3.260 3.400
H 0.989 3.566 -1.415
H 3.483 -3.136 -1.640
H -2.799 0.457 -1.360
H -0.670 -0.019 -2.624
H -0.497 3.573 -2.376
H 2.608 -1.026 -5.236

=====

104
Properties=species:S:1:pos:R:3 method="wB97M-V/def2-TZVPD" multiplicity=1 total_charge=0 smiles="CCCCC[C@@H]1[C@H](CCCNCc2ccccc2O)CS(=O)(=O)O[C@H]1CP(=O)(O)O.ClCCCl.ClCCCl.ClCCCl.ClCCCl.ClCCCl" relative_energy_kj_mol=0.0
Cl -2.354 -0.898 6.914
Cl 3.701 2.728 -7.885
Cl -2.788 -4.387 10.343
Cl -4.830 -3.123 6.183
Cl 2.194 -2.557 -4.900
Cl -0.609 -3.543 -3.226
Cl -1.171 -5.937 -10.744
Cl 2.628 0.987 -5.161
Cl -5.841 -3.238 11.251
Cl 0.523 -5.203 -7.892
S 1.469 3.907 -1.058
P -2.624 5.996 -0.183
O -3.327 5.319 1.098
O 0.035 4.259 -1.669
O 7.404 -0.495 0.131
O -1.462 6.808 0.203
O 2.384 4.036 -2.153
O 1.680 4.663 0.138
O -3.781 6.788 -0.949
N 3.619 -0.616 -1.274
C -3.636 0.536 1.707
C 6.935 1.427 1.486
C 1.665 -4.232 -4.588
C -1.579 -4.671 -9.559
C -5.498 -4.709 10.307
C -1.258 2.302 -0.857
C -2.314 4.608 -1.272
C 1.252 2.184 -0.646
C -2.311 0.561 3.890
C 1.275 -0.479 -2.023
C 6.480 0.359 0.720
C -0.016 0.107 -1.415
C 4.669 2.079 1.927
C -0.351 -4.053 -8.943
C -1.060 3.840 -0.828
C 4.611 -1.040 -0.272
C -3.128 -3.497 6.570
C 2.247 -1.030 -0.972
C 5.118 0.119 0.559
C -2.555 -2.542 7.582
C 2.857 3.386 -6.455
C -4.219 -5.376 10.744
C 0.165 -4.364 -4.615
C 0.025 1.634 -1.381
C -3.327 1.292 3.001
C 4.232 0.992 1.186
C 3.231 2.671 -5.185
C -1.750 1.889 0.539
C -2.544 0.578 0.613
C 6.032 2.294 2.078
H -2.884 5.644 1.894
H 1.032 -1.249 -2.752
H 6.396 3.130 2.662
H -0.872 -0.188 -2.030
H -0.918 1.864 1.252
H -3.978 7.608 -0.474
H -4.261 1.373 3.568
H -2.017 1.230 4.705
H -0.162 -0.313 -0.418
H -1.429 0.235 3.337
H 3.169 0.811 1.083
H -3.109 -4.506 6.978
H -0.115 -5.414 -4.559
H -1.891 -0.287 0.734
H -3.003 2.320 2.826
H -2.173 4.991 -2.284
H -2.564 -3.481 5.641
H -4.599 0.860 1.302
H 4.192 -1.803 0.395
H 1.122 2.150 0.437
H -3.188 -2.467 8.459
H -0.638 -3.206 -8.321
H -1.569 -2.886 7.888
H -2.063 2.051 -1.558
H -2.790 -0.292 4.373
H 2.075 -4.541 -3.630
H 1.813 0.318 -2.544
H -0.249 -3.938 -5.521
H -3.168 3.930 -1.255
H 5.464 -1.484 -0.785
H 1.998 -0.655 0.026
H 0.348 -3.711 -9.701
H -6.333 -5.391 10.458
H -2.219 -5.118 -8.803
H -4.205 -5.555 11.816
H -5.460 -4.426 9.257
H 2.095 -4.849 -5.374
H 0.131 1.957 -2.424
H 3.138 4.434 -6.373
H -2.408 2.691 0.891
H 2.147 -2.126 -0.919
H -3.768 -0.514 1.992
H -4.107 -6.327 10.226
H 3.959 2.760 2.382
H 3.871 -1.040 -2.159
H 1.789 3.320 -6.646
H 4.308 2.632 -5.050
H 2.189 1.701 -0.930
H -0.807 4.122 0.200
H 7.808 -0.030 -0.610
H 2.792 3.180 -4.330
H 8.000 1.578 1.617
H -2.140 -3.903 -10.089
H -3.039 0.437 -0.355

=====

66
Properties=species:S:1:pos:R:3 method="wB97M-V/def2-TZVPD" multiplicity=1 total_charge=+1
Cl -2.703 -0.473 -0.516
Cl -5.300 1.852 -3.416
S -1.430 5.127 -1.571
O 2.066 -7.087 1.814
O -0.358 6.167 -1.493
O 1.353 -0.326 0.832
O 0.422 -7.026 6.215
O 2.075 -4.372 1.943
O 0.348 -4.313 6.314
O -1.934 5.092 -3.000
N -2.582 2.588 -0.035
N -0.694 3.331 1.496
N -0.784 3.611 -1.042
C 0.791 -6.437 5.216
C -1.086 2.385 -1.827
C -2.873 5.732 -0.563
C -2.673 2.307 -1.533
C 1.650 -6.454 2.940
C 3.302 -0.408 -1.563
C 1.204 -4.261 4.131
C -4.520 0.638 -2.329
C -1.286 3.199 0.305
C -0.552 2.201 -3.302
C -5.217 -0.813 -2.272
C 3.282 1.058 -2.242
C 1.238 -7.138 4.010
C -3.369 0.888 -1.549
C 1.674 -4.962 2.933
C 3.765 -0.391 -0.041
C 0.789 -4.946 5.199
C 0.927 1.598 -3.417
C 1.779 1.647 -2.074
C 2.688 0.201 0.977
C 1.306 -1.755 1.035
H -2.872 6.878 -0.622
H -3.317 3.062 -2.079
H 2.295 -0.933 -1.692
H -3.347 3.172 0.334
H 4.096 -0.999 -2.142
H 3.963 1.708 -1.595
H 0.120 2.717 1.678
H -3.860 5.416 -1.053
H 3.979 -1.466 0.276
H -0.717 1.557 -1.117
H 1.210 -3.180 4.107
H 0.201 -2.029 1.159
H 4.746 0.182 0.127
H -1.253 1.443 -3.805
H 0.109 -5.025 6.939
H 2.998 0.016 2.069
H -6.044 -0.869 -3.049
H 1.497 2.237 -4.183
H -0.943 4.005 2.226
H 1.662 -2.298 0.092
H 1.218 -8.220 4.028
H 3.633 1.048 -3.320
H 0.877 0.557 -3.894
H 1.771 2.683 -1.615
H 2.311 -6.377 1.192
H 2.639 1.333 0.822
H -4.397 -1.572 -2.461
H -0.595 3.127 -3.955
H -5.600 -0.955 -1.209
H 1.273 0.923 -1.338
H -2.812 5.474 0.539
H 1.864 -2.076 1.967

=====

10
Properties=species:S:1:pos:R:3 method="wB97M-V/def2-TZVPD" multiplicity=1 total_charge=0 smiles="N=C=C(O)NO" relative_energy_kj_mol=466.9
O -1.906 0.508 -0.520
O -0.215 -1.716 -0.065
N -0.843 0.495 0.464
N 2.522 0.437 -0.332
C 1.400 -0.003 -0.160
C 0.176 -0.413 0.086
H -0.476 1.443 0.519
H 3.177 0.502 0.445
H -1.111 -1.709 -0.429
H -2.724 0.455 -0.008

=====

| no. | molar mass (g/mol) | HOMO-LUMO gap (eV) | LUMO (eV) |
| --- | --- | --- | --- |
| 1 | 577.8 | 9.1 | 0.645 |
| 2 | 412.5 | 8.9 | 0.602 |
| 3 | 958.3 | 9.3 | 0.429 |
| 4 | 541.5 | 5.3 | -6.133 |
| 5 | 88.1 | 8.7 | 0.671 |